# 1
Entry from the Open Molecules 2025 dataset: the molecule C6H9N in a non-equilibrium geometry (the ωB97M-V functional and the def2-TZVPD basis).

XYZ file:
```
16
Properties=species:S:1:pos:R:3:forces:R:3
C 2.47856 -1.19403 0.02940 0.69 0.33 -0.60
C 1.62318 -0.18649 -0.01295 0.30 0.22 0.70
C 2.15810 1.21064 0.04626 1.48 1.43 1.39
N 0.28123 -0.41183 0.02478 -0.15 0.39 -0.21
C -0.85223 -0.65135 -0.18919 -6.22 -1.50 0.27
C -2.32158 -0.93753 -0.18960 5.51 3.49 0.83
C -3.21058 0.33482 0.11245 0.80 -1.28 0.31
H 2.16317 -2.21548 -0.13874 0.42 -0.02 0.34
H 3.48732 -0.77601 0.07011 0.02 -1.32 -0.09
H 3.35159 1.21438 0.01574 -2.76 -0.09 0.37
H 1.86914 1.76025 -0.82227 -0.33 0.39 -0.78
H 1.76893 1.85719 0.92686 0.73 -1.32 -1.20
H -2.61769 -1.93380 -0.38629 -0.30 -0.57 -0.18
H -3.68808 0.59387 -0.82767 -0.54 0.28 0.20
H -2.53090 1.17968 0.38326 -0.65 -0.68 -0.06
H -3.96016 0.15568 0.95785 1.01 0.24 -1.27
```
Positions in Å, forces in eV/Å.

Its multiplicity is 1. The largest force on an atom comes out at 6.6 eV/Å. The value obtained for the LUMO energy is 0.9073 eV. The energy above the lowest of the compared OMol25 structures with the same formula, charge and spin comes out at 369.1 kJ/mol. Its SMILES is C=C(C)N=C=CC. As for the HOMO energy: -7.13 eV. The value obtained for the HOMO-LUMO gap is 8.0 eV. The calculation puts the energy at -7854.3341 eV.


# 2
Entry from the Open Molecules 2025 dataset: a cluster of 2 separate species, C9H12N4 in total in a non-equilibrium geometry (the ωB97M-V functional and the def2-TZVPD basis).

XYZ file:
```
25
Properties=species:S:1:pos:R:3:forces:R:3
C -1.42650 -1.82974 -2.44478 -0.28 0.06 -0.11
N -0.18816 -1.05766 -2.56261 0.04 0.79 0.78
C 1.08135 -1.73864 -2.28982 0.27 0.06 0.16
C -0.25267 0.24330 -2.42642 -0.74 0.23 -1.16
H -1.18388 -2.88911 -2.55197 -0.20 0.23 -0.07
H -1.90214 -1.65206 -1.46665 0.33 -0.02 -0.22
H -2.12787 -1.51118 -3.22466 0.16 -0.18 0.13
H 0.91242 -2.81507 -2.35331 0.18 0.21 -0.02
H 1.83149 -1.42947 -3.02636 -0.22 -0.14 0.08
H 1.43566 -1.45414 -1.28849 -0.23 -0.15 -0.22
H 0.66042 0.83116 -2.37415 -0.22 -0.33 0.03
H -1.16849 0.76632 -2.67622 0.24 -0.37 -0.36
C 1.30362 0.90951 3.41581 0.36 -0.64 -0.70
C 1.39570 0.27817 2.17101 -0.11 0.34 0.61
C 0.36818 0.53773 1.25920 -0.71 0.69 -1.16
C -0.75291 1.33309 1.60843 0.14 -0.40 -1.68
C -0.83094 1.97542 2.84755 0.27 -0.15 0.39
C 0.22276 1.76124 3.73841 -0.74 0.23 -0.24
N -1.55042 1.43991 0.46344 0.45 0.02 0.37
N -0.91512 0.79705 -0.48853 1.49 -0.39 1.80
N 0.26585 0.25972 -0.09207 -0.58 -0.11 1.50
H 2.08896 0.74961 4.15842 -0.25 0.06 -0.23
H 2.19773 -0.38499 1.85152 0.08 0.24 0.40
H -1.68511 2.62440 3.03907 0.31 -0.10 0.24
H 0.22005 2.25543 4.71317 -0.04 -0.16 -0.33
```
Positions in Å, forces in eV/Å.

Its multiplicity is 1. The largest force on an atom comes out at 2.4 eV/Å. The value obtained for the LUMO energy is 0.2639 eV. The energy above the lowest of the compared OMol25 structures with the same formula, charge and spin comes out at 270.8 kJ/mol. As for the HOMO energy: -7.58 eV. The value obtained for the HOMO-LUMO gap is 7.8 eV. The calculation puts the energy at -15485.0843 eV.